Entry 1:
# C35H68ClF5N4O3P2

4 unconnected molecules or ions with the total composition C35H68ClF5N4O3P2 at a distorted geometry (wB97M-V/def2-TZVPD, the OMol25 dataset).

Results
- SMILES: CP(C)[C@](CCCCCN)(OC(=O)C(F)(F)c1cccc(C(F)(F)F)c1)P(O)Cl.CCN(CC)CC.CCN(CC)CC.CCN(CC)CC
- Kohn-Sham gap: 7.7718 eV
- E_tot: -3461.279348 hartree

Last column: Mulliken charge in e.
Positions of all 118 atoms, in Å:
C: 1.29 2.34 0.26  -0.64
P: 2.49 2.34 -1.18  0.64
C: 4.18 2.30 -0.34  -0.86
C: 2.35 0.69 -2.17  -0.18
C: 1.75 -0.48 -1.26  0.56
C: 0.18 -0.45 -1.12  -0.45
C: -0.29 -1.11 0.25  0.12
C: -1.89 -1.04 0.21  -1.21
C: -2.57 -2.22 1.00  -0.24
N: -2.20 -3.52 0.32  -0.71
O: 3.72 0.29 -2.46  -0.17
C: 4.01 0.26 -3.83  -0.04
O: 3.86 -0.78 -4.40  -0.53
C: 4.57 1.46 -4.68  1.07
F: 4.19 1.40 -6.01  -0.28
F: 5.97 1.27 -4.71  -0.33
C: 4.35 2.88 -4.12  -0.11
C: 5.38 3.49 -3.25  -0.63
C: 5.17 4.84 -2.77  -0.50
C: 4.00 5.65 -3.10  -0.70
C: 2.97 5.05 -3.93  -0.04
C: 1.65 5.76 -4.34  0.84
F: 1.23 5.26 -5.56  -0.25
F: 1.76 7.11 -4.36  -0.26
F: 0.65 5.42 -3.44  -0.22
C: 3.19 3.70 -4.41  -0.03
P: 1.30 0.99 -3.73  0.46
O: 0.57 -0.46 -4.23  -0.55
Cl: -0.28 2.31 -3.27  -0.21
H: 1.70 2.96 1.10  0.45
H: 1.13 1.32 0.71  -0.10
H: 0.30 2.72 -0.10  0.25
H: 4.43 3.33 0.02  0.37
H: 4.18 1.56 0.51  0.13
H: 5.00 1.99 -1.03  0.23
H: 2.22 -0.51 -0.24  -1.15
H: 2.02 -1.47 -1.75  0.44
H: -0.35 -1.04 -1.92  0.59
H: -0.26 0.58 -1.11  0.01
H: 0.08 -2.16 0.36  0.27
H: 0.02 -0.47 1.12  0.12
H: -2.22 -0.05 0.64  0.38
H: -2.21 -1.06 -0.87  0.40
H: -2.28 -2.21 2.08  -0.01
H: -3.69 -2.14 0.94  0.30
H: -1.86 -3.24 -0.60  0.31
H: -1.43 -3.89 0.88  0.33
H: 6.31 2.94 -2.98  0.47
H: 5.93 5.32 -2.11  0.38
H: 3.90 6.69 -2.72  0.40
H: 2.40 3.26 -5.06  0.56
H: 1.28 -1.13 -4.20  0.37
C: -6.90 3.22 -6.71  -1.44
C: -5.50 3.74 -6.42  -0.30
N: -5.07 3.50 -5.05  0.15
C: -3.88 4.25 -4.68  -0.88
C: -2.58 3.93 -5.42  -0.24
C: -5.10 2.12 -4.60  -0.69
C: -4.29 1.09 -5.40  -0.78
H: -7.63 3.61 -5.99  0.33
H: -7.22 3.54 -7.70  0.44
H: -6.95 2.13 -6.69  0.29
H: -5.52 4.82 -6.59  0.44
H: -4.80 3.31 -7.15  0.26
H: -3.71 4.15 -3.60  0.31
H: -4.09 5.32 -4.83  0.41
H: -2.15 2.98 -5.10  -0.20
H: -1.83 4.70 -5.20  0.20
H: -2.71 3.91 -6.50  0.30
H: -6.14 1.79 -4.58  0.35
H: -4.79 2.07 -3.55  0.32
H: -4.45 1.18 -6.47  0.25
H: -4.61 0.08 -5.11  0.38
H: -3.22 1.16 -5.19  0.11
C: 1.21 -3.18 3.39  -1.67
C: 2.44 -2.69 2.63  0.38
N: 3.20 -1.68 3.35  0.18
C: 4.18 -0.99 2.52  0.43
C: 5.33 -1.82 1.94  -1.25
C: 3.66 -2.06 4.68  -0.31
C: 4.53 -3.31 4.81  -1.04
H: 0.57 -2.35 3.69  0.31
H: 0.62 -3.84 2.74  0.50
H: 1.48 -3.76 4.27  0.53
H: 2.08 -2.25 1.69  -0.29
H: 3.06 -3.55 2.35  0.23
H: 4.59 -0.15 3.09  0.38
H: 3.64 -0.53 1.69  -0.84
H: 6.07 -2.08 2.70  0.30
H: 5.85 -1.23 1.18  0.48
H: 4.98 -2.74 1.46  0.29
H: 2.78 -2.20 5.32  0.00
H: 4.18 -1.22 5.14  0.41
H: 4.13 -4.16 4.25  0.25
H: 4.58 -3.62 5.86  0.42
H: 5.55 -3.13 4.48  0.26
C: -4.06 -5.84 5.84  -1.45
C: -2.84 -4.96 6.04  -0.31
N: -3.11 -3.54 5.88  0.24
C: -1.91 -2.73 5.77  -0.56
C: -0.97 -2.67 6.98  -1.16
C: -4.16 -2.98 6.73  -0.73
C: -4.01 -3.13 8.24  -0.97
H: -4.54 -5.63 4.88  0.32
H: -3.77 -6.89 5.86  0.44
H: -4.80 -5.70 6.64  0.30
H: -2.10 -5.26 5.29  0.40
H: -2.39 -5.18 7.02  0.26
H: -2.18 -1.70 5.49  0.32
H: -1.33 -3.10 4.91  0.23
H: -1.38 -2.05 7.78  0.31
H: -0.02 -2.21 6.68  0.35
H: -0.74 -3.66 7.37  0.30
H: -5.11 -3.45 6.44  0.42
H: -4.30 -1.93 6.49  0.35
H: -3.72 -4.14 8.54  0.25
H: -4.97 -2.91 8.73  0.38
H: -3.28 -2.43 8.65  0.26

---

Entry 2:
# C35H68N8O9

10 unconnected molecules or ions with the total composition C35H68N8O9 at a distorted geometry (wB97M-V/def2-TZVPD, the OMol25 dataset).

Results
- SMILES: COC(=O)OC.COC(=O)OC.CN(C)C=O.CN(C)C=O.CN(C)C=O.CCCC#N.CCCC#N.CCCC#N.CCCC#N.CCCC#N
- ΔE to the lowest compared entry with this formula, charge and spin: 0.000 eV
- Kohn-Sham gap: 9.7383 eV
- E_tot: -2489.553461 hartree

Last column: Mulliken charge in e.
Positions of all 120 atoms, in Å:
C: -8.73 26.91 -2.36  -0.59
O: -8.19 25.59 -2.05  -0.31
C: -8.32 25.22 -0.80  0.95
O: -9.06 25.74 0.01  -0.64
O: -7.62 24.11 -0.64  -0.33
C: -7.80 23.27 0.50  -0.63
H: -9.78 26.78 -2.58  0.12
H: -8.27 27.28 -3.24  0.27
H: -8.59 27.50 -1.49  0.38
H: -7.65 23.80 1.45  0.39
H: -6.99 22.54 0.49  0.21
H: -8.82 22.93 0.53  0.26
C: -11.87 16.91 0.06  -0.69
O: -11.70 18.04 0.94  -0.22
C: -12.71 18.89 1.10  0.91
O: -13.72 18.96 0.49  -0.59
O: -12.32 19.65 2.13  -0.32
C: -13.15 20.67 2.58  -0.50
H: -12.88 16.48 0.19  0.38
H: -11.16 16.12 0.33  0.20
H: -11.79 17.13 -1.02  0.23
H: -13.00 20.94 3.65  0.23
H: -14.20 20.36 2.51  0.30
H: -12.94 21.60 2.07  0.11
C: -8.21 19.72 2.14  -0.87
N: -7.47 18.47 1.81  0.12
C: -6.48 17.99 2.73  -1.06
C: -7.53 17.95 0.57  0.74
O: -6.81 17.03 0.26  -0.73
H: -7.58 20.54 2.43  0.37
H: -8.86 19.46 3.01  0.35
H: -8.95 19.97 1.35  0.13
H: -6.84 18.03 3.75  0.35
H: -6.26 16.98 2.51  0.34
H: -5.50 18.50 2.49  0.30
H: -8.28 18.36 -0.07  0.04
C: -13.40 23.41 -6.03  -0.77
N: -12.56 24.42 -5.43  0.28
C: -11.49 25.04 -6.17  -0.98
C: -12.73 24.83 -4.13  0.18
O: -12.00 25.57 -3.50  -0.64
H: -13.98 23.88 -6.85  0.33
H: -14.08 23.05 -5.27  0.25
H: -12.85 22.56 -6.47  0.22
H: -10.58 24.44 -6.30  0.25
H: -11.83 25.29 -7.19  0.38
H: -11.19 25.89 -5.59  0.28
H: -13.70 24.42 -3.67  0.17
C: -18.81 22.88 -0.14  -0.88
N: -17.56 22.34 -0.63  0.16
C: -17.29 20.96 -0.25  -0.91
C: -16.74 23.04 -1.43  0.15
O: -15.68 22.68 -1.96  -0.65
H: -19.60 22.34 -0.68  0.35
H: -19.00 23.92 -0.25  0.31
H: -18.98 22.67 0.94  0.28
H: -18.13 20.39 -0.64  0.33
H: -16.40 20.56 -0.73  0.25
H: -17.12 20.89 0.81  0.30
H: -17.12 24.07 -1.60  0.29
C: -8.48 13.52 -3.11  -1.24
C: -9.18 14.53 -2.30  -0.41
C: -8.47 15.95 -2.34  1.22
C: -8.20 16.35 -3.67  0.02
N: -7.91 16.75 -4.70  -0.53
H: -8.22 13.73 -4.20  0.28
H: -9.02 12.57 -3.17  0.38
H: -7.46 13.32 -2.59  0.25
H: -9.25 14.25 -1.26  0.33
H: -10.20 14.67 -2.63  0.36
H: -7.51 16.02 -1.77  0.16
H: -9.08 16.79 -1.99  -0.76
C: -10.63 18.92 -6.82  -1.11
C: -9.56 19.96 -6.69  0.04
C: -8.22 19.47 -7.31  -0.04
C: -8.28 19.24 -8.77  0.05
N: -8.29 19.17 -9.90  -0.45
H: -11.58 19.36 -6.52  0.31
H: -10.52 18.13 -6.10  0.26
H: -10.84 18.48 -7.87  0.34
H: -9.48 20.21 -5.61  -0.08
H: -9.76 20.86 -7.28  0.33
H: -7.93 18.53 -6.76  0.09
H: -7.44 20.22 -7.22  0.25
C: -4.94 18.11 -2.65  -0.91
C: -5.14 19.48 -2.20  -0.31
C: -6.11 20.28 -3.14  0.45
C: -5.47 20.48 -4.44  0.11
N: -4.99 20.66 -5.46  -0.56
H: -5.85 17.57 -2.80  -0.06
H: -4.33 17.56 -1.92  0.35
H: -4.40 18.05 -3.66  0.38
H: -4.20 20.02 -2.26  0.37
H: -5.53 19.51 -1.16  0.12
H: -6.31 21.28 -2.74  0.10
H: -7.06 19.77 -3.24  -0.10
C: -14.01 27.46 -0.98  -1.03
C: -13.70 26.28 -0.02  -0.42
C: -12.39 25.51 -0.46  0.94
C: -12.31 24.21 0.20  -0.05
N: -11.93 23.25 0.71  -0.51
H: -13.13 28.16 -0.99  0.29
H: -14.92 28.01 -0.73  0.39
H: -14.08 27.01 -2.00  0.15
H: -14.56 25.58 -0.06  0.19
H: -13.61 26.62 1.01  0.40
H: -11.49 26.05 -0.23  0.31
H: -12.33 25.26 -1.55  -0.63
C: -10.33 22.72 -2.46  -0.51
C: -11.57 21.93 -2.79  0.24
C: -11.84 20.74 -1.86  -0.22
C: -10.78 19.74 -1.96  -0.37
N: -9.87 19.05 -2.09  -0.13
H: -10.20 23.01 -1.41  -0.29
H: -10.34 23.65 -3.07  0.32
H: -9.33 22.21 -2.70  0.19
H: -11.66 21.65 -3.82  0.63
H: -12.40 22.59 -2.53  -0.41
H: -12.78 20.25 -1.99  0.73
H: -11.81 21.13 -0.81  -0.36

---

Entry 3:
# C35H69F9N3O8PS8

9 unconnected molecules or ions with the total composition C35H69F9N3O8PS8 at a distorted geometry (wB97M-V/def2-TZVPD, the OMol25 dataset).

Results
- Kohn-Sham gap: 7.1022 eV
- E_tot: -6566.599087 hartree

Last column: Mulliken charge in e.
Positions of all 133 atoms, in Å:
C: -0.97 4.30 -6.81  -1.17
P: -0.54 2.78 -5.87  0.15
C: -2.06 2.51 -4.87  -0.98
C: 0.74 3.32 -4.68  1.16
C: 1.54 4.42 -4.94  -0.77
C: 2.54 4.83 -4.03  -0.16
C: 2.77 4.14 -2.86  0.63
C: 3.83 4.53 -1.85  -0.81
C: 4.56 5.83 -2.15  -1.16
C: 3.68 7.09 -2.04  -0.02
C: 4.10 8.04 -0.92  -0.98
C: 5.59 8.41 -0.92  -0.83
N: 6.18 8.42 -2.29  -0.45
C: 1.97 2.98 -2.58  -0.67
N: 2.19 2.29 -1.43  -0.28
C: 1.44 1.25 -1.23  -0.08
C: 1.75 0.52 0.07  1.37
F: 2.92 -0.15 -0.07  -0.33
F: 1.90 1.41 1.07  -0.32
C: 0.70 -0.52 0.53  0.57
F: -0.52 0.02 0.50  -0.31
F: 0.75 -1.55 -0.33  -0.31
C: 0.95 -1.09 1.97  0.46
F: 2.17 -0.79 2.42  -0.29
F: 0.84 -2.43 1.94  -0.31
C: -0.07 -0.60 3.03  0.71
F: -1.27 -1.12 2.81  -0.26
F: 0.34 -1.04 4.22  -0.27
F: -0.15 0.71 3.07  -0.23
C: 0.47 0.82 -2.15  -0.80
N: 0.22 1.45 -3.26  -0.37
C: 0.97 2.56 -3.49  -0.58
H: -2.05 4.32 -6.90  0.38
H: -0.69 5.22 -6.29  0.38
H: -0.54 4.28 -7.80  0.31
H: -2.95 2.79 -5.43  0.38
H: -2.16 1.48 -4.57  0.20
H: -2.02 3.10 -3.96  0.36
H: 1.39 4.97 -5.86  0.43
H: 3.11 5.71 -4.29  0.41
H: 3.37 4.58 -0.86  0.37
H: 4.56 3.72 -1.81  0.39
H: 4.97 5.76 -3.16  0.39
H: 5.42 5.89 -1.48  0.61
H: 2.64 6.79 -1.87  0.59
H: 3.71 7.63 -2.98  0.17
H: 3.84 7.61 0.05  0.39
H: 3.52 8.95 -1.03  0.28
H: 6.15 7.74 -0.28  0.40
H: 5.66 9.41 -0.51  0.39
H: 7.10 8.00 -2.23  0.19
H: 6.37 9.38 -2.55  0.21
H: -0.12 -0.06 -1.94  0.59
C: -0.93 -2.76 8.73  -0.75
S: -1.02 -4.12 7.57  0.57
O: -0.41 -5.31 8.23  -0.61
C: 0.20 -3.48 6.42  -0.90
H: -1.59 -2.98 9.56  0.08
H: 0.10 -2.66 9.09  0.32
H: -1.25 -1.84 8.24  0.37
H: 1.14 -3.32 6.93  0.37
H: -0.17 -2.54 6.00  0.23
H: 0.32 -4.21 5.62  0.36
C: 2.89 12.22 -2.82  -0.99
S: 2.84 10.94 -4.08  0.35
O: 3.44 9.72 -3.47  -0.51
C: 4.11 11.66 -5.13  -0.97
H: 2.19 11.94 -2.03  0.31
H: 3.90 12.30 -2.42  0.30
H: 2.58 13.17 -3.26  0.41
H: 5.03 11.78 -4.57  0.28
H: 3.76 12.63 -5.50  0.40
H: 4.27 10.99 -5.97  0.31
C: -3.50 -1.91 -6.32  -0.96
S: -4.42 -1.22 -4.93  0.41
O: -3.53 -0.21 -4.30  -0.56
C: -4.34 -2.70 -3.91  -0.95
H: -3.39 -1.13 -7.06  0.33
H: -2.51 -2.23 -5.97  0.28
H: -4.05 -2.75 -6.74  0.39
H: -3.30 -2.97 -3.74  0.23
H: -4.87 -3.51 -4.40  0.39
H: -4.83 -2.47 -2.96  0.38
C: 4.57 1.61 -8.33  -1.06
S: 4.36 2.09 -6.62  0.56
O: 3.58 3.36 -6.62  -0.51
C: 6.08 2.53 -6.33  -0.98
H: 3.59 1.33 -8.72  0.32
H: 4.97 2.44 -8.90  0.31
H: 5.24 0.75 -8.39  0.39
H: 6.38 3.31 -7.04  0.31
H: 6.70 1.65 -6.44  0.40
H: 6.15 2.91 -5.31  0.27
C: -3.52 -7.57 -4.94  -0.92
S: -3.60 -6.93 -3.26  0.45
O: -4.42 -5.69 -3.31  -0.56
C: -1.88 -6.41 -3.18  -0.91
H: -4.52 -7.91 -5.22  0.32
H: -3.20 -6.78 -5.62  0.28
H: -2.83 -8.41 -4.98  0.37
H: -1.68 -5.70 -3.98  0.27
H: -1.24 -7.29 -3.27  0.40
H: -1.72 -5.94 -2.21  0.30
C: -4.39 -2.78 12.58  -0.90
S: -4.98 -3.72 11.16  0.53
O: -6.35 -4.18 11.48  -0.63
C: -3.87 -5.12 11.39  -0.85
H: -4.99 -1.87 12.65  0.32
H: -4.52 -3.38 13.48  0.30
H: -3.34 -2.52 12.44  0.32
H: -4.03 -5.55 12.38  0.37
H: -2.84 -4.79 11.29  0.31
H: -4.10 -5.85 10.62  0.23
C: -1.55 -8.38 8.10  -0.77
S: -2.76 -9.49 8.82  0.49
O: -2.15 -10.85 8.84  -0.66
C: -3.90 -9.43 7.44  -0.87
H: -0.71 -8.29 8.78  0.32
H: -1.21 -8.79 7.14  0.36
H: -1.99 -7.39 7.95  0.17
H: -3.40 -9.75 6.53  0.26
H: -4.27 -8.41 7.32  0.28
H: -4.73 -10.10 7.65  0.41
C: -3.52 -6.92 3.33  -0.92
S: -4.74 -8.04 4.03  0.62
O: -4.13 -9.40 4.03  -0.62
C: -5.87 -7.98 2.64  -1.03
H: -2.69 -6.86 4.03  0.27
H: -3.17 -7.32 2.38  0.32
H: -3.97 -5.94 3.19  0.37
H: -5.36 -8.30 1.73  0.29
H: -6.25 -6.96 2.53  0.36
H: -6.70 -8.65 2.86  0.34

---

HOMO, record by record: -7.95 -9.41 -7.16 eV